No. 1
{
  "formula": "C6H9N",
  "method": "wB97M-V/def2-TZVPD",
  "elements": ["C", "N", "C", "C", "C", "C", "C", "H", "H", "H", "H", "H", "H", "H", "H", "H"],
  "xyz": [[0.7116, 1.4670, -0.9774], [-0.2769, 1.0426, -1.6463], [-1.4937, 1.0015, -0.8523], [-1.2616, -0.0447, 0.2136], [-0.0835, -0.5953, 0.4729], [0.6478, -1.3251, 1.5049], [1.1293, -1.3295, 0.0647], [0.6175, 1.9345, 0.0143], [1.7230, 1.3174, -1.3473], [-1.6797, 1.9514, -0.3115], [-2.3772, 0.8184, -1.4732], [-2.0743, -0.2547, 0.9020], [0.2138, -2.1842, 1.9938], [1.2403, -0.6789, 2.1567], [2.0957, -0.9076, -0.1974], [0.8680, -2.2129, -0.5174]],
  "nbo_charge": [-0.05, -0.39, -0.28, -0.18, -0.01, -0.45, -0.43, 0.14, 0.17, 0.18, 0.21, 0.21, 0.21, 0.22, 0.22, 0.23],
  "smiles": "C=NCC=C1CC1",
  "homo_energy_ev": -8.71,
  "charge": 0,
  "e_tot_ha": -288.64820
}

No. 2
{
  "formula": "C6H9N",
  "method": "wB97M-V/def2-TZVPD",
  "elements": ["C", "C", "N", "C", "C", "C", "C", "H", "H", "H", "H", "H", "H", "H", "H", "H"],
  "xyz": [[-0.2979, 0.9295, -1.5465], [0.2521, -0.2348, -2.0790], [0.2543, -1.2233, -1.1296], [0.2197, -0.5690, 0.0909], [-0.2564, 0.7496, -0.1450], [-0.8511, 1.5306, 0.9712], [0.6538, -1.2635, 1.3437], [-0.8022, 1.8112, -1.9035], [0.6521, -0.4562, -3.0590], [0.7648, -2.0869, -1.1223], [-1.6207, 0.9822, 1.5206], [-0.0328, 1.6844, 1.6890], [-1.2682, 2.4618, 0.5936], [0.4133, -2.3108, 1.1371], [0.1778, -0.8049, 2.1984], [1.7417, -1.1999, 1.4405]],
  "nbo_charge": [-0.27, 0.18, -0.53, 0.39, 0.05, -0.66, -0.68, 0.28, 0.25, 0.44, 0.26, 0.25, 0.25, 0.25, 0.27, 0.28],
  "homo_energy_ev": [-14.08, -14.76],
  "charge": 1,
  "multiplicity": 2,
  "e_tot_ha": -288.47824
}

No. 3
{
  "formula": "C6H9N2",
  "method": "wB97M-V/def2-TZVPD",
  "elements": ["C", "C", "C", "C", "C", "C", "N", "N", "H", "H", "H", "H", "H", "H", "H", "H", "H"],
  "xyz": [[0.3937, -0.9193, 0.2784], [1.0533, -1.8677, -0.5114], [-0.3136, -0.0482, -0.5333], [0.9892, -1.5807, -1.9025], [0.1228, -0.3521, -2.0947], [-1.4165, 0.7641, 0.3497], [-2.3825, 1.0866, 0.8679], [-0.4822, 2.5968, 3.1566], [0.4575, -1.0353, 1.2989], [1.6247, -2.6207, -0.0658], [2.0034, -1.3617, -2.3308], [0.6247, -2.4138, -2.6014], [0.4826, 0.6145, -2.3939], [-0.6671, -0.6791, -2.6946], [-0.9400, 3.5173, 3.1401], [-0.7968, 2.0351, 3.8640], [-0.7533, 2.2642, 2.1728]],
  "nbo_charge": [-0.31, 0.22, 0.26, -0.55, -0.40, 0.20, -0.16, -1.07, 0.27, 0.25, 0.33, 0.32, 0.29, 0.27, 0.37, 0.36, 0.34],
  "homo_energy_ev": -12.44,
  "charge": 1,
  "e_tot_ha": -343.12139
}

No. 4
{
  "formula": "C6H9N2O2",
  "method": "wB97M-V/def2-TZVPD",
  "elements": ["C", "C", "O", "O", "H", "H", "H", "C", "C", "C", "C", "N", "N", "H", "H", "H", "H", "H", "H"],
  "xyz": [[-0.2057, 1.8715, 1.7596], [-1.0650, 2.4071, 0.5790], [-1.6219, 3.5087, 0.7518], [-1.0752, 1.6403, -0.4173], [-0.6224, 1.0029, 2.2486], [-0.2317, 2.6607, 2.5193], [0.8491, 1.6876, 1.5250], [-0.3995, -2.7933, -0.0304], [0.3628, -1.7477, -0.8071], [1.8337, -0.1925, -0.8933], [-0.2027, -0.6986, -1.5028], [1.6590, -1.4360, -0.5578], [0.7575, 0.2886, -1.6235], [2.7754, 0.3393, -0.8125], [-1.3681, -2.3486, 0.1967], [-0.0033, -3.2113, 0.8996], [0.5017, 1.2642, -1.6612], [-1.2495, -0.5432, -1.5937], [-0.6941, -3.6996, -0.5800]],
  "nbo_charge": [-0.74, 0.78, -0.76, -0.84, 0.20, 0.20, 0.19, -0.63, 0.05, 0.16, -0.06, -0.50, -0.53, 0.18, 0.22, 0.22, 0.45, 0.23, 0.19],
  "homo_energy_ev": -4.45,
  "charge": -1,
  "e_tot_ha": -494.07457
}

No. 5
{
  "formula": "C6H9N2O2",
  "method": "wB97M-V/def2-TZVPD",
  "elements": ["C", "C", "C", "C", "N", "N", "H", "H", "H", "H", "H", "H", "C", "C", "O", "O", "H", "H", "H"],
  "xyz": [[-1.1438, -0.9822, 3.3211], [-0.4022, -0.8957, 1.9040], [1.0901, -1.0318, 0.4406], [-1.1642, -0.4669, 0.7734], [0.9151, -1.1431, 1.7666], [-0.1190, -0.5859, -0.1797], [1.9952, -1.2090, -0.2155], [-2.2413, -1.4242, 3.1877], [-1.1494, 0.0494, 3.7153], [-0.1571, -0.1013, -0.9813], [-2.2306, -0.1738, 0.6485], [-0.6136, -1.7375, 3.9158], [1.3870, 1.4284, -2.4220], [-0.0799, 1.2239, -2.9724], [-0.2786, 0.5991, -3.9825], [-1.0818, 1.5892, -2.2416], [1.5176, 2.5495, -2.1447], [2.2615, 1.2962, -3.0458], [1.4952, 1.0160, -1.4876]],
  "nbo_charge": [-0.64, 0.10, 0.15, -0.12, -0.50, -0.50, 0.20, 0.20, 0.21, 0.43, 0.24, 0.21, -0.74, 0.74, -0.74, -0.84, 0.20, 0.20, 0.19],
  "homo_energy_ev": -4.03,
  "charge": -1,
  "e_tot_ha": -494.03217
}

No. 6
{
  "formula": "C6H9N2O2",
  "method": "wB97M-V/def2-TZVPD",
  "elements": ["C", "C", "O", "O", "H", "H", "H", "C", "C", "C", "C", "N", "N", "H", "H", "H", "H", "H", "H"],
  "xyz": [[-1.3738, -1.4362, 3.6730], [-1.0365, -0.4861, 2.4836], [-1.4011, 0.6685, 2.4380], [-0.2564, -1.1135, 1.6262], [-2.4031, -1.7936, 3.6016], [-1.2349, -0.8062, 4.5520], [-0.7294, -2.3018, 3.5652], [2.0280, 1.8115, -2.8987], [0.7865, 0.9069, -0.8828], [1.1430, 0.8480, -2.2093], [-0.2605, -0.7050, -1.8263], [-0.1671, -0.0628, -0.6424], [0.5977, -0.2906, -2.7564], [0.9627, 1.7014, -0.1790], [-0.2817, -0.5625, 0.6165], [2.0785, 1.6842, -3.9805], [3.0314, 1.8600, -2.4696], [-1.0023, -1.4735, -1.9762], [1.5751, 2.8255, -2.9110]],
  "nbo_charge": [-0.73, 0.80, -0.67, -0.75, 0.21, 0.21, 0.22, -0.63, -0.14, 0.03, 0.13, -0.58, -0.54, 0.18, 0.48, 0.21, 0.20, 0.16, 0.20],
  "homo_energy_ev": -3.85,
  "charge": -1,
  "e_tot_ha": -494.09473
}

No. 7
{
  "formula": "C6H9N2O2",
  "method": "wB97M-V/def2-TZVPD",
  "elements": ["C", "C", "C", "C", "N", "N", "H", "H", "H", "H", "H", "H", "C", "C", "O", "O", "H", "H", "H"],
  "xyz": [[-0.6128, 0.3175, -1.7353], [0.8127, 0.4243, -1.3365], [2.6618, 1.2154, -0.6218], [1.7839, -0.3941, -1.8154], [1.3829, 1.4449, -0.6157], [2.9880, 0.1455, -1.3846], [3.3693, 1.7807, -0.0391], [-1.3040, 0.5778, -0.9255], [-0.8400, -0.7202, -1.9710], [3.7517, -0.4719, -1.1576], [1.7651, -1.3251, -2.3488], [-0.9013, 0.9469, -2.5759], [-1.7213, -0.1697, 2.6818], [-2.6490, -1.0797, 1.8601], [-2.3359, -1.2948, 0.6674], [-3.6424, -1.5104, 2.4915], [-1.3230, -0.7615, 3.5104], [-2.3052, 0.6093, 3.1759], [-0.8805, 0.2650, 2.1402]],
  "nbo_charge": [-0.65, 0.12, 0.16, -0.13, -0.45, -0.54, 0.18, 0.27, 0.23, 0.40, 0.21, 0.20, -0.74, 0.76, -0.80, -0.80, 0.19, 0.20, 0.19],
  "homo_energy_ev": -3.75,
  "charge": -1,
  "e_tot_ha": -494.07519
}

No. 8
{
  "formula": "C6H9N2O2",
  "method": "wB97M-V/def2-TZVPD",
  "elements": ["C", "C", "C", "C", "N", "N", "H", "H", "H", "H", "H", "H", "C", "C", "O", "O", "H", "H", "H"],
  "xyz": [[-2.2626, 2.5486, -1.8133], [0.7127, 0.9055, -0.8185], [-1.3541, 0.7363, -0.2083], [-1.2099, 1.6874, -1.1658], [-0.0861, 0.2385, 0.0484], [0.0848, 1.7410, -1.6293], [0.0925, -0.6167, 0.7570], [1.7752, 0.6990, -0.7427], [-2.1799, 0.2644, 0.3102], [-1.9425, 2.7730, -2.8257], [-2.4474, 3.5385, -1.3769], [-3.2024, 1.9674, -1.7484], [2.3113, -2.1902, 1.3240], [0.8854, -2.5266, 1.9318], [-0.0185, -1.6841, 1.6405], [0.8749, -3.5062, 2.6752], [2.4419, -2.5031, 0.2773], [2.8878, -2.9071, 1.8725], [2.6368, -1.1654, 1.4921]],
  "nbo_charge": [-0.63, 0.16, -0.13, 0.05, -0.54, -0.52, 0.47, 0.17, 0.21, 0.21, 0.20, 0.20, -0.77, 0.81, -0.78, -0.72, 0.20, 0.22, 0.20],
  "homo_energy_ev": -4.87,
  "charge": -1,
  "e_tot_ha": -494.10456
}

No. 9
{
  "formula": "C6H9N2O2",
  "method": "wB97M-V/def2-TZVPD",
  "elements": ["C", "C", "C", "C", "N", "N", "H", "H", "H", "H", "H", "H", "C", "C", "O", "O", "H", "H", "H"],
  "xyz": [[0.1525, 1.2614, -1.0909], [-0.9655, 0.3841, -1.4090], [-2.0454, -1.4837, -1.5444], [-2.0233, 0.6658, -2.1982], [-0.9122, -1.0297, -1.0314], [-2.7926, -0.5324, -2.2449], [-2.4248, -2.4988, -1.4812], [0.6472, 1.4847, -1.9705], [1.0664, 0.8289, -0.5459], [-3.7044, -0.5496, -2.5364], [-2.3701, 1.4824, -2.9230], [0.0330, 2.0892, -0.4149], [1.3509, -0.8816, 2.9131], [2.0669, 0.2428, 2.1139], [1.9704, 0.2945, 0.9085], [2.7601, 0.9979, 2.9243], [0.6105, -0.3935, 3.4952], [1.9660, -1.3470, 3.7181], [1.0483, -1.6333, 2.2235]],
  "nbo_charge": [-0.74, 0.11, 0.17, -0.14, -0.42, -0.57, 0.18, 0.21, 0.34, 0.39, 0.21, 0.23, -0.74, 0.78, -0.76, -0.84, 0.20, 0.19, 0.20],
  "homo_energy_ev": -3.55,
  "charge": -1,
  "e_tot_ha": -494.02857
}

No. 10
{
  "formula": "C6H9N2O2",
  "method": "wB97M-V/def2-TZVPD",
  "elements": ["C", "C", "O", "O", "H", "H", "H", "C", "C", "C", "C", "N", "N", "H", "H", "H", "H", "H", "H"],
  "xyz": [[1.8020, -0.6172, -3.4029], [1.1777, -1.5435, -2.3301], [1.5777, -2.6453, -1.9822], [0.0853, -0.9796, -1.8663], [2.9055, -0.7043, -3.4342], [1.7601, 0.3807, -2.9903], [1.3427, -0.7256, -4.3733], [-2.1774, 1.5745, 2.6947], [0.6268, -0.3789, 1.7307], [-1.0216, 0.4727, 0.7062], [-1.0831, 0.8341, 2.0782], [0.0637, -0.2641, 0.4915], [-0.0105, 0.2714, 2.6898], [0.4213, -0.7299, -0.4282], [1.5082, -0.9934, 1.8027], [-1.7447, 0.4965, -0.0885], [-1.8114, 2.5768, 2.9743], [-2.4070, 1.1693, 3.6830], [-3.0153, 1.8057, 2.0448]],
  "nbo_charge": [-0.73, 0.77, -0.68, -0.86, 0.21, 0.21, 0.23, -0.69, 0.35, 0.12, 0.28, -0.49, -0.48, 0.50, 0.23, 0.25, 0.27, 0.27, 0.25],
  "homo_energy_ev": [-8.26, -8.26],
  "charge": 0,
  "multiplicity": 2,
  "e_tot_ha": -493.93346
}

No. 11
{
  "formula": "C6H9N2OS",
  "method": "wB97M-V/def2-TZVPD",
  "elements": ["C", "C", "C", "C", "C", "C", "N", "N", "O", "S", "H", "H", "H", "H", "H", "H", "H", "H", "H"],
  "xyz": [[-0.0676, 1.6052, 1.3253], [1.0788, -0.7601, -1.1426], [-1.0860, -1.0907, 0.4780], [-1.6355, 0.1575, -0.0617], [0.0529, -0.3217, -0.1218], [0.6275, -1.8161, -2.1247], [0.7364, 0.6714, 0.7266], [0.3807, 2.5770, 2.1256], [2.1519, -0.2658, -1.0610], [-1.7450, 1.4373, 1.0593], [-1.1998, -1.2925, 1.6614], [-1.3276, -1.9750, -0.2150], [-2.0722, 0.3480, -1.0593], [0.4276, -2.7613, -1.6756], [1.3218, -1.7668, -2.8638], [-0.2924, -1.4761, -2.4984], [1.6360, 0.9847, 0.3327], [1.3475, 2.5403, 2.5425], [-0.3351, 3.2046, 2.5727]],
  "nbo_charge": [0.33, 0.60, -0.44, -0.40, 0.05, -0.70, -0.56, -0.74, -0.51, 0.46, 0.27, 0.26, 0.28, 0.25, 0.25, 0.23, 0.46, 0.45, 0.44],
  "homo_energy_ev": -13.75,
  "charge": 1,
  "e_tot_ha": -816.67087
}

No. 12
{
  "formula": "C6H9N2P",
  "method": "wB97M-V/def2-TZVPD",
  "elements": ["C", "C", "C", "C", "C", "C", "N", "N", "P", "H", "H", "H", "H", "H", "H", "H", "H", "H"],
  "xyz": [[-0.3730, 0.0250, 0.1492], [-0.6026, 1.3514, 0.0505], [1.0776, -0.2112, 0.2197], [0.6021, 2.1714, -0.1889], [1.8014, 1.1822, 0.0707], [-1.0273, -2.3320, -0.1547], [-2.6980, -0.6656, 0.1147], [-1.3681, -0.9566, 0.1843], [-3.3846, 0.6931, 0.2824], [1.4455, -0.6790, 1.0863], [1.3079, -0.9339, -0.5123], [0.4955, 2.5559, -1.2591], [0.5832, 3.1654, 0.2666], [2.3281, 1.5192, 1.0035], [2.4443, 1.0784, -0.7015], [-0.3544, -2.2163, -0.9798], [-0.4371, -2.8301, 0.6916], [-1.8408, -2.9175, -0.3232]],
  "nbo_charge": [-0.03, -0.10, -0.43, -0.51, -0.38, -0.39, -0.65, -0.19, 0.80, 0.21, 0.20, 0.21, 0.22, 0.21, 0.21, 0.20, 0.19, 0.22],
  "homo_energy_ev": [-7.54, -7.46],
  "charge": 0,
  "e_tot_ha": -684.69848
}

No. 13
{
  "formula": "C6H9N2S",
  "method": "wB97M-V/def2-TZVPD",
  "elements": ["C", "C", "C", "C", "C", "C", "N", "N", "S", "H", "H", "H", "H", "H", "H", "H", "H", "H"],
  "xyz": [[-2.4851, 1.1458, 0.5133], [-0.5329, -0.0140, -0.1426], [-1.7814, 1.7593, -1.6554], [1.7317, 0.1499, 0.7471], [1.0456, -1.7654, -0.7308], [0.5715, -0.8317, 0.3694], [-2.3268, 1.8898, -0.6017], [-1.3719, 0.3127, 0.8157], [-1.0391, 2.1345, -3.0699], [-2.8236, 1.7493, 1.2809], [1.4569, 0.6282, 1.5568], [1.7949, 0.7929, -0.0552], [2.6662, -0.3331, 0.9400], [0.4728, -2.7040, -0.9604], [2.0904, -2.1634, -0.3571], [1.5040, -1.3246, -1.6676], [0.2424, -1.4154, 1.2892], [-1.2154, -0.0108, 1.7282]],
  "nbo_charge": [-0.24, -0.03, 0.23, -0.59, -0.59, -0.33, -0.43, -0.53, -0.31, 0.14, 0.19, 0.22, 0.18, 0.21, 0.16, 0.22, 0.14, 0.35],
  "homo_energy_ev": -1.82,
  "charge": -1,
  "e_tot_ha": -741.59960
}

No. 14
{
  "formula": "C6H9N2S",
  "method": "wB97M-V/def2-TZVPD",
  "elements": ["C", "C", "C", "C", "C", "C", "N", "N", "S", "H", "H", "H", "H", "H", "H", "H", "H", "H"],
  "xyz": [[-2.9199, -1.0149, -0.0637], [-1.9355, -0.6428, 0.8745], [-2.4031, -1.4970, -1.2295], [-0.6358, -0.9150, 0.4183], [0.6004, -0.6790, 0.9884], [1.1561, 1.2219, -0.5669], [1.3696, -0.9722, 1.9310], [2.5562, 1.7690, -0.3976], [-0.7086, -1.5762, -1.2385], [-4.0114, -1.0575, -0.0249], [-2.2878, -0.3563, 1.8164], [-2.8915, -1.9075, -2.1137], [1.2311, 0.7452, -1.5376], [0.3589, 1.8886, -0.2421], [1.8582, -0.4413, 2.6249], [2.9588, 2.3335, -1.1654], [2.9950, 0.8618, -0.5919], [2.7093, 2.2398, 0.5184]],
  "nbo_charge": [-0.26, -0.13, -0.34, -0.41, 0.56, -0.55, -0.58, -0.72, 0.51, 0.26, 0.25, 0.26, 0.19, 0.21, 0.44, 0.42, 0.45, 0.44],
  "homo_energy_ev": [-11.45, -11.44],
  "charge": 1,
  "e_tot_ha": -741.31249
}

No. 15
{
  "formula": "C6H9N3",
  "method": "wB97M-V/def2-TZVPD",
  "elements": ["C", "C", "C", "C", "N", "N", "N", "C", "C", "H", "H", "H", "H", "H", "H", "H", "H", "H"],
  "xyz": [[-0.9975, -1.1235, -1.3539], [-0.7424, 0.0746, -0.8082], [-1.4620, 1.3913, -1.1207], [0.7741, 0.3148, 0.1017], [0.8909, 1.5564, 0.5711], [1.9875, 1.5511, 1.3292], [2.6929, 0.4179, 1.2309], [1.9706, -0.3756, 0.4307], [2.5956, -1.7446, 0.1436], [-1.9253, -1.2987, -1.8375], [-0.4340, -2.0193, -1.0243], [-2.6065, 1.1726, -1.3028], [-1.3034, 1.9358, -0.1623], [-1.0718, 2.0253, -2.0119], [2.2447, 2.3855, 1.7496], [1.8526, -2.4468, 0.6440], [2.7818, -1.7947, -0.9306], [3.6077, -1.9103, 0.7187]],
  "nbo_charge": [-0.43, 0.06, -0.68, 0.08, -0.27, -0.17, -0.25, 0.09, -0.65, 0.20, 0.20, 0.22, 0.25, 0.24, 0.40, 0.23, 0.23, 0.24],
  "smiles": "C=C(C)c1n[nH]nc1C",
  "homo_energy_ev": -9.30,
  "charge": 0,
  "e_tot_ha": -398.18882
}